# 1
Density functional theory data (the ωB97M-V functional and the def2-TZVPD basis) for C28H30IN5O3RbS2 as an isolated structure in a non-equilibrium geometry.

maximum force: 1.1 eV/Å
total charge: -1
DFT total energy: -73543.9568 eV
ΔE to the lowest compared entry with this formula, charge and spin: 30.7 kJ/mol
frontier orbital gap: 6.1 eV

Cartesian coordinates (Å):
S: 0.9135 1.1049 -4.9607
H: 0.8691 5.8502 2.3194
H: 3.8928 -0.5945 3.5496
H: -2.1159 -5.1531 1.9863
C: 0.1820 -1.9249 1.6557
H: -2.8678 -2.3451 -6.1915
C: -0.4389 -2.3039 2.8906
C: -2.0447 -1.8543 -2.4564
N: -3.1332 -4.5487 -4.7299
C: 3.9333 -0.5005 1.3928
I: 0.8825 0.2045 4.0223
C: -1.8482 -3.7923 4.2773
S: -1.4711 0.8010 -2.7145
H: 2.9936 -1.0598 1.4303
H: -2.1050 -3.2746 6.3243
H: -0.6988 -1.2219 6.1486
H: 0.8050 4.2495 3.0544
C: -2.6304 -2.2093 -5.1422
C: -0.2782 -1.5294 4.0847
C: -0.8507 -1.8502 5.2817
O: -1.8105 1.7510 -3.7542
O: 3.6614 0.8605 1.0049
H: 4.2311 0.7136 -3.6969
C: 5.1443 1.0025 2.8049
C: 4.0546 1.7436 2.0467
C: -2.2592 -0.9567 -4.6735
H: -4.4861 4.2292 0.2837
H: 4.3912 2.6735 1.5850
C: 1.0610 0.8233 -3.2484
H: -1.8213 -1.7255 -1.4048
N: 2.3026 0.6996 -2.8315
H: 0.3215 -2.5723 -0.3833
C: -1.4895 -4.2726 1.8892
N: -0.4773 3.2986 0.6502
H: 4.5790 -0.9323 0.6240
H: -2.4633 -4.6842 4.3422
C: -3.7042 4.7042 -0.3113
H: 3.1268 1.0666 -6.0588
N: -1.6826 3.3236 0.0456
H: -1.7484 6.2283 1.4429
H: 3.2005 1.9706 2.6979
H: -2.9346 -4.7194 -5.7037
H: 6.0926 1.0928 2.2696
C: 2.6216 0.9716 -5.1127
H: -1.0881 -4.5495 -0.1801
O: -2.1556 0.9273 -1.4257
C: -2.4181 -3.0983 -2.9221
H: -2.4881 -3.9291 -2.2292
H: -2.2036 -0.1162 -5.3515
H: -2.8080 -5.3164 -4.1625
Rb: 0.7178 0.6378 0.1422
C: -0.3853 4.4600 1.2807
C: -0.9206 -3.9303 0.6974
C: -1.6506 -3.0131 5.3760
N: 0.0395 0.7405 -2.3538
H: -3.9129 5.7729 -0.3466
C: 0.8215 4.7828 2.1017
C: -1.2613 -3.4592 3.0283
C: -1.5397 5.2390 1.0713
C: -2.3504 4.4641 0.2649
C: -0.1028 -2.7743 0.6040
H: -1.9640 2.5177 -0.5178
H: -3.7754 4.3129 -1.3266
C: 4.6221 -0.4333 2.7559
C: 3.1700 0.7993 -3.8866
C: -1.9640 -0.7747 -3.3335
H: 1.7365 4.5035 1.5787
C: -2.7117 -3.2921 -4.2737
H: 5.4068 -1.1828 2.8584
H: 5.2865 1.3741 3.8200

---

# 2
Density functional theory data (the ωB97M-V functional and the def2-TZVPD basis) for C40H56F4N4O5PW as an isolated structure in a non-equilibrium geometry.

maximum force: 2.4 eV/Å
total charge: +1
DFT total energy: -80566.8685 eV
ΔE to the lowest compared entry with this formula, charge and spin: 40.1 kJ/mol
frontier orbital gap (alpha / beta): 6.1 / 6.1 eV

Cartesian coordinates (Å):
H: 1.1123 2.1346 0.4874
C: -1.2389 1.2965 -3.7894
H: 5.0851 3.2320 0.5878
C: -0.7841 0.7624 2.3489
C: -5.2656 1.4801 -1.4684
H: 0.0654 -0.7859 4.8090
C: 2.4960 0.7294 -2.6102
H: -4.0019 1.5861 4.3840
H: 5.2752 2.8328 2.2804
C: -1.5141 3.5208 -2.2451
O: -4.3145 3.7456 -3.1587
H: -1.5576 -0.9269 3.4480
H: -0.5182 2.6779 3.3393
O: -1.1015 -0.0864 -5.7246
C: -3.1319 1.5384 3.7289
H: 2.8860 3.9918 0.8534
C: -0.9258 -3.2596 -3.0261
C: 1.3873 -3.4780 -2.2615
H: 3.1013 1.7194 -0.5712
C: -3.2160 0.2935 2.8178
H: -2.5296 -3.5331 -0.3697
H: 1.3063 -1.0485 6.0180
C: 0.5521 -3.0651 3.2988
H: 2.5380 -2.9757 2.5076
C: 4.5877 2.7560 1.4366
F: -4.6651 -1.3928 -3.5613
H: 5.1617 0.2155 -2.4706
C: -0.3867 -3.7909 -0.7183
H: 0.4891 -3.8734 -0.0867
C: -1.9244 2.3445 -4.3007
H: -6.0184 2.2503 -1.3605
H: -1.1145 -4.3338 -3.0715
C: -2.2571 -2.5149 -2.8949
N: 1.6877 0.1428 -2.0742
O: -0.0865 -0.7623 -3.8357
H: 3.1709 1.7539 -4.2662
C: -3.1422 0.5492 -0.9588
H: -1.8311 2.3646 5.2527
C: -1.8387 -0.3378 2.5767
H: -2.6091 -2.2972 -3.8972
H: 2.6237 1.9930 3.1316
H: -1.5655 -3.9423 1.0429
H: 0.1569 -3.1878 5.4260
C: 1.8447 -0.9628 2.5582
C: 2.0420 -3.0008 -3.5460
H: -3.0041 -3.1484 -2.4230
H: -3.6604 0.5707 1.8598
H: 1.5912 -3.4388 -4.4362
H: 3.4512 4.2893 2.4816
H: -3.8694 -0.4606 3.2610
O: 0.3659 -0.5838 0.2782
H: -1.8903 -1.0180 1.7329
C: 1.5820 -2.4646 2.3467
H: 5.6297 1.2153 -3.8523
H: -0.5808 -4.7890 -1.1148
H: -1.5800 4.4086 -1.6243
C: 4.8345 0.5986 -3.4385
H: -1.1563 1.3981 1.5401
H: 0.5036 -4.1439 3.1364
N: 0.0202 -2.9565 -1.9091
C: -4.0999 1.5015 -0.7399
H: 1.3052 -4.5673 -2.2983
C: -0.8347 0.0891 -4.5796
H: 2.9138 0.0777 -0.0047
C: -4.4354 -0.4817 -2.6140
C: -0.6203 1.6354 3.6344
N: -0.7554 1.2870 -2.5184
F: -3.8658 2.4518 0.1695
H: 3.7567 2.3730 -2.7365
H: 2.1747 0.4215 4.2358
C: 0.9080 -2.7656 4.7551
C: 1.0356 -1.2589 4.9823
C: 3.5625 1.4552 -3.2925
H: 0.2792 1.3782 4.1936
H: -1.5088 -2.3173 0.3981
O: -3.3048 5.4932 -4.2569
C: -1.8458 1.5283 4.5523
P: 0.7437 0.1391 1.5927
C: 1.7810 1.5745 1.1495
C: -0.8273 2.4318 -1.8020
H: -2.2912 2.2853 -5.3182
C: -3.2340 -0.4463 -1.9207
H: -1.7978 0.6171 5.1580
H: -3.1525 2.4498 3.1197
C: 3.2744 3.5004 1.7524
H: -0.4563 -2.9654 -3.9455
H: 2.7722 -0.7436 2.0206
H: 4.6615 -0.2431 -4.1090
H: -0.3534 2.4177 -0.8292
N: -2.0954 -1.2670 -2.1214
H: 2.0211 -3.2320 -1.4125
W: -0.2199 -0.6330 -1.8474
H: 1.8625 -3.2487 4.9983
F: -6.5242 0.3949 -3.1176
C: -5.4169 0.4684 -2.3851
H: 3.0850 -3.3263 -3.5156
H: -0.4387 -2.6667 3.0741
H: 4.2891 0.6943 2.0459
C: -2.1986 3.4577 -3.4703
F: -2.0155 0.5698 -0.2232
H: 5.1606 0.8654 0.5397
H: 3.0597 -1.0797 4.3096
C: -1.5731 -3.3558 0.1230
C: -3.3864 4.3907 -3.7359
H: 1.3018 -2.6305 1.3105
H: 2.0227 -1.9251 -3.6607
C: 3.0291 1.1070 0.3339
C: 2.2104 2.5387 2.2817
H: 1.3579 3.1006 2.6472
C: 2.0860 -0.6478 4.0544
C: 4.3306 1.2753 1.1180

---

# 3
Density functional theory data (the ωB97M-V functional and the def2-TZVPD basis) for a 13-piece molecular cluster, C14H54N14O13 overall in a non-equilibrium geometry.

maximum force: 10.9 eV/Å
DFT total energy: -62870.7839 eV
ΔE to the lowest compared entry with this formula, charge and spin: 125.4 kJ/mol
frontier orbital gap: 8.4 eV

Cartesian coordinates (Å):
N: 2.2741 1.3362 -3.6549
H: 4.1591 -2.5658 1.8591
H: -2.0489 4.8962 1.0461
H: -3.3379 -1.6348 0.1821
H: 2.0341 -0.0738 5.0811
N: 0.1031 0.1802 3.2681
H: -3.0349 -0.2588 2.0911
H: -2.7159 -3.0248 -2.9549
H: 2.9151 1.6592 1.3541
H: -1.7119 4.5062 -2.7999
O: -3.5569 3.1942 -3.1559
H: 3.1981 0.7812 4.2011
C: -0.6449 -0.4478 -0.9339
C: 1.2151 0.8632 3.3371
H: -3.0459 1.2622 -3.7449
N: -1.1489 2.8572 0.0321
H: -2.4539 -1.2898 3.4151
H: 2.4991 -0.6818 2.7771
H: -3.6039 3.6842 -2.2629
H: -1.4949 0.0232 -0.5099
O: -3.4319 -2.3748 1.9441
H: -0.5839 1.8662 -4.7019
H: -1.0239 -5.6608 0.9771
H: -2.0189 1.8442 -2.4869
H: -1.0559 3.6572 -0.6329
C: 1.0551 1.1192 -3.9949
H: 4.8071 -0.7658 -0.4259
H: -1.6579 -1.3178 1.8941
H: -0.3259 -2.2208 5.3671
C: 4.1711 1.1822 -0.2259
H: -0.4949 -3.9278 -0.7619
H: -3.2579 -3.0498 2.6051
O: -0.8879 -3.8288 0.1121
H: 1.8511 1.5942 -0.8279
H: -2.5399 -4.7478 0.8861
C: -1.6249 -4.9868 0.2941
H: -0.8819 6.6572 -2.2169
O: 4.9561 1.8362 -1.1739
C: -2.5839 -1.2348 2.3261
H: -0.6129 -1.5418 -0.7359
H: -3.5989 1.4472 -2.1229
N: 0.2821 -2.7048 2.3311
H: -0.5439 0.4932 2.5381
O: -1.2849 -3.8968 3.6351
O: -1.6859 1.8422 2.0541
C: 0.2321 4.9882 -2.1709
H: 2.8051 0.3842 -3.5429
O: 0.5711 -0.1488 -4.1089
H: -0.8319 -0.2458 -1.9969
H: 1.4711 -0.4868 -1.0099
H: -1.8719 -5.4728 -0.6619
N: 4.1871 -0.0958 0.0421
C: -3.0169 1.9392 -2.8829
N: -0.0589 6.1512 -1.8849
O: 0.8881 1.4082 -0.8609
H: -0.4279 2.0972 -0.1429
O: -4.2269 -0.9068 -2.9789
H: 3.3981 -0.4618 0.5361
O: 1.1781 -3.1948 -1.8899
H: -0.3699 3.2762 -2.7779
H: -2.6409 4.1472 2.3641
H: 3.5501 2.8822 0.2911
C: -0.2539 -3.0058 3.5011
H: 1.2721 -3.3178 -2.8159
N: 0.2781 2.1282 -4.2999
H: 1.0581 -2.1068 2.0941
N: 3.4661 1.9072 0.5451
O: 2.6501 -1.2818 2.0371
H: 1.0611 -1.7488 4.3871
N: -0.7369 4.2542 -2.6109
C: -3.6939 -1.5508 -1.8639
H: 0.8421 6.7682 -1.8009
C: 0.6631 0.0892 -0.5309
H: 3.0621 -2.3758 -1.6479
N: -2.4359 3.9632 1.4091
N: 0.1971 -2.2588 4.4921
H: -2.6119 -3.3278 -1.3579
H: 0.8011 0.0292 0.5501
O: 1.4481 4.4572 -1.9949
H: 2.8671 -4.0908 -1.3019
H: 2.1541 -2.8958 -0.2429
N: 2.1311 0.3572 4.1631
H: 2.8081 2.2642 -3.3749
H: 2.7521 -3.2518 2.7281
N: -3.0399 -2.7508 -2.0709
N: -3.8739 -1.1738 -0.5759
H: -4.0399 -0.2008 -0.4229
H: 3.7361 -2.0568 3.5621
C: 2.4281 -3.1498 -1.2509
H: 0.5981 3.0932 -4.3909
H: 0.0201 -0.7558 3.6911
H: -0.1169 -3.2038 1.5301
O: 1.4631 1.9192 2.5171
C: -1.7669 2.8522 1.1551
C: 3.3501 -2.3818 2.5851

---

# 4
Density functional theory data (the ωB97M-V functional and the def2-TZVPD basis) for a 5-piece molecular cluster, C2H14O4 overall in a non-equilibrium geometry.

maximum force: 1.7 eV/Å
DFT total energy: -10490.7544 eV
SMILES: CC.O.O.O.O
ΔE to the lowest compared entry with this formula, charge and spin: 79.5 kJ/mol
frontier orbital gap: 11.4 eV

Cartesian coordinates (Å):
H: -2.1584 0.9984 0.0558
C: -3.1057 1.2395 0.5275
C: -3.3572 0.5146 1.8846
H: -3.0431 1.1812 2.6802
H: -3.1555 2.3114 0.7378
H: -3.9689 1.0991 -0.1226
H: 0.7755 -2.5826 -1.4270
O: 0.2232 -0.3387 2.2787
O: 0.7553 -2.1216 -0.5842
O: 2.6543 1.2788 -0.6491
H: -4.4122 0.2662 1.8864
H: 0.6799 -0.3209 1.4318
H: -2.7781 -0.4096 1.8849
H: 3.0188 -0.9663 -3.2928
H: 2.8970 0.6356 0.0199
H: -0.7230 -0.2321 2.1162
H: 1.8937 1.7769 -0.3714
H: 0.0528 -1.4773 -0.6864
O: 2.2606 -0.4020 -3.1363
H: 2.4931 0.1478 -2.4098

---

Q: Look up the ΔE to the lowest compared entry with this formula, charge and spin of the third one.
A: 125.4 kJ/mol